Record 1
Here is a single H5N2OP molecule at a distorted geometry from the Open Molecules 2025 dataset. Energies are from ωB97M-V/def2-TZVPD.

Multiplicity: 1
Energy relative to the best compared isomer or geometry (same formula, charge and spin) (kcal per mole): 21.66
SMILES: N[PH](N)=O
HOMO (eV): -9.7

Last column: natural (NBO) charge in e.
Atoms and positions in Å:
N (-0.83, -0.99, -0.23)  -1.20
P (-0.12, 0.09, 0.79)  1.92
N (0.55, 1.10, -0.37)  -1.19
O (-0.93, 0.95, 1.93)  -1.05
H (-0.62, -0.68, -1.17)  0.41
H (-1.71, -1.47, -0.11)  0.43
H (1.05, -0.57, 1.31)  -0.10
H (-0.19, 1.39, -1.02)  0.38
H (0.74, 2.04, -0.09)  0.41

=====

Record 2
Here is C60H153F9N12O19Ti2 as an isolated structure at a distorted geometry from the Open Molecules 2025 dataset. Energies are from ωB97M-V/def2-TZVPD.

Multiplicity: 7
⟨S²⟩: 12.00
HOMO (alpha / beta) (eV): -4.7 / -8.9

Last column: Löwdin spin population.
Atoms and positions in Å:
Ti (10.04, -9.44, -9.40)  2.58
Ti (7.17, -11.93, -10.69)  2.66
O (9.82, -10.43, -13.02)  0.00
H (8.90, -10.52, -13.26)  0.00
H (10.00, -9.59, -12.59)  0.00
H (9.91, -11.15, -12.39)  0.00
C (6.15, -11.72, -13.58)  0.01
O (5.89, -12.63, -12.52)  0.04
O (7.12, -10.91, -13.00)  0.04
C (6.45, -12.52, -14.87)  0.00
F (5.39, -13.24, -15.33)  0.00
F (6.94, -11.77, -15.88)  0.00
F (7.36, -13.48, -14.78)  0.00
C (4.83, -13.62, -12.59)  0.01
C (4.67, -14.12, -11.15)  0.04
H (4.53, -13.39, -10.36)  0.03
H (3.83, -14.82, -11.06)  0.00
H (5.56, -14.66, -10.82)  0.01
H (4.86, -14.41, -13.34)  0.00
H (3.90, -13.15, -12.91)  0.00
H (5.27, -11.10, -13.78)  0.00
C (10.29, -12.81, -10.66)  0.02
O (10.95, -12.36, -11.85)  0.00
O (9.51, -11.66, -10.39)  0.10
C (9.57, -14.21, -10.90)  0.01
F (9.04, -14.41, -12.12)  0.01
F (10.42, -15.19, -10.67)  0.00
F (8.52, -14.36, -10.07)  0.04
C (11.96, -13.14, -12.48)  0.00
C (12.09, -12.52, -13.92)  0.00
H (12.28, -11.45, -13.80)  0.00
H (12.94, -12.93, -14.45)  0.00
H (11.15, -12.53, -14.47)  0.00
H (11.80, -14.22, -12.47)  0.00
H (12.89, -12.99, -11.93)  0.00
H (11.02, -13.01, -9.88)  0.00
C (10.45, -7.15, -12.33)  0.01
O (9.73, -7.70, -13.46)  0.00
O (10.38, -8.28, -11.45)  0.03
C (11.90, -6.68, -12.64)  0.00
F (12.48, -6.17, -11.51)  0.00
F (12.74, -7.57, -13.12)  0.00
F (11.89, -5.71, -13.51)  0.00
C (9.50, -6.89, -14.66)  0.00
C (9.32, -7.95, -15.70)  0.00
H (9.74, -7.69, -16.67)  0.00
H (9.76, -8.94, -15.54)  0.00
H (8.25, -8.19, -15.75)  0.00
H (10.24, -6.18, -15.03)  0.00
H (8.58, -6.33, -14.51)  0.00
H (9.91, -6.26, -12.01)  0.00
C (21.43, -8.83, -11.57)  0.00
C (21.58, -7.82, -12.73)  0.00
C (20.48, -6.72, -12.82)  0.00
O (19.23, -7.19, -13.27)  0.00
C (18.36, -7.84, -12.33)  0.00
N (22.96, -7.33, -12.65)  0.00
H (22.22, -9.58, -11.64)  0.00
H (20.42, -9.21, -11.42)  0.00
H (21.71, -8.38, -10.62)  0.00
H (21.46, -8.35, -13.68)  0.00
H (20.97, -6.08, -13.55)  0.00
H (20.46, -6.06, -11.95)  0.00
H (18.00, -7.19, -11.53)  0.00
H (18.55, -8.81, -11.88)  0.00
H (17.51, -8.11, -12.96)  0.00
H (23.29, -7.42, -11.70)  0.00
H (22.84, -6.33, -12.79)  0.00
C (2.47, -6.45, -18.34)  0.00
C (3.40, -7.34, -19.04)  0.00
C (4.04, -8.36, -18.05)  0.00
O (4.86, -7.62, -17.16)  0.00
C (4.92, -8.27, -15.91)  0.00
N (2.82, -8.16, -20.00)  0.00
H (1.74, -6.06, -19.05)  0.00
H (3.08, -5.65, -17.93)  0.00
H (1.99, -7.01, -17.54)  0.00
H (4.26, -6.88, -19.52)  0.00
H (4.76, -8.98, -18.58)  0.00
H (3.33, -9.08, -17.65)  0.00
H (5.29, -7.52, -15.21)  0.00
H (5.75, -8.97, -16.02)  0.00
H (3.98, -8.75, -15.63)  0.00
H (2.78, -7.65, -20.87)  0.00
H (3.34, -9.01, -20.21)  0.00
C (17.58, -5.41, -5.94)  0.00
C (16.39, -4.52, -5.68)  0.00
C (15.23, -4.83, -6.64)  0.00
O (15.55, -4.81, -7.99)  0.00
C (14.35, -4.93, -8.81)  0.00
N (16.00, -4.57, -4.24)  0.00
H (17.65, -6.31, -5.34)  0.00
H (18.53, -4.88, -5.82)  0.00
H (17.60, -5.67, -7.00)  0.00
H (16.69, -3.52, -6.01)  0.00
H (14.48, -4.04, -6.56)  0.00
H (14.74, -5.73, -6.29)  0.00
H (14.17, -3.89, -9.09)  0.00
H (13.48, -5.34, -8.28)  0.00
H (14.48, -5.45, -9.76)  0.00
H (15.03, -4.30, -4.23)  0.00
H (16.11, -5.52, -3.89)  0.00
C (18.13, -4.25, -15.84)  0.00
C (17.36, -3.76, -14.64)  0.00
C (18.23, -3.65, -13.36)  0.00
O (17.56, -3.16, -12.28)  0.00
C (16.73, -4.17, -11.74)  0.00
N (16.71, -2.49, -15.07)  0.00
H (17.53, -4.62, -16.67)  0.00
H (18.76, -5.10, -15.57)  0.00
H (18.96, -3.64, -16.17)  0.00
H (16.68, -4.58, -14.40)  0.00
H (19.15, -3.09, -13.49)  0.00
H (18.76, -4.56, -13.09)  0.00
H (16.38, -4.96, -12.40)  0.00
H (15.92, -3.66, -11.21)  0.00
H (17.30, -4.66, -10.96)  0.00
H (15.82, -2.76, -15.49)  0.00
H (16.44, -2.08, -14.19)  0.00
C (6.40, -6.74, -12.70)  0.00
C (6.59, -7.38, -11.29)  0.00
C (6.04, -6.53, -10.15)  0.00
O (6.88, -5.40, -9.88)  0.00
C (6.24, -4.19, -9.49)  0.00
N (6.19, -8.73, -11.29)  0.04
H (7.07, -5.89, -12.82)  0.00
H (5.37, -6.41, -12.80)  0.00
H (6.69, -7.42, -13.51)  0.00
H (7.68, -7.40, -11.26)  0.00
H (5.85, -7.10, -9.24)  0.00
H (5.05, -6.26, -10.53)  0.00
H (5.50, -3.85, -10.21)  0.00
H (6.88, -3.40, -9.09)  0.00
H (5.61, -4.44, -8.63)  0.00
H (6.77, -9.36, -11.83)  0.01
H (5.30, -8.79, -11.76)  0.00
C (9.55, -5.16, -8.13)  0.00
C (9.35, -6.54, -7.53)  0.02
C (8.54, -6.51, -6.16)  0.00
O (8.02, -7.72, -5.72)  0.01
C (8.85, -8.63, -5.10)  0.01
N (8.79, -7.47, -8.50)  0.06
H (10.17, -4.50, -7.52)  0.00
H (8.66, -4.56, -8.35)  0.00
H (10.08, -5.19, -9.08)  0.00
H (10.30, -6.99, -7.27)  0.01
H (7.65, -5.89, -6.26)  0.00
H (9.18, -6.05, -5.41)  0.00
H (9.60, -9.11, -5.73)  0.02
H (8.25, -9.47, -4.74)  0.00
H (9.29, -8.24, -4.18)  0.00
H (8.10, -7.96, -7.96)  0.03
H (8.15, -6.82, -8.93)  0.00
C (9.97, -1.93, -18.66)  0.00
C (10.67, -3.02, -19.45)  0.00
C (11.00, -4.27, -18.52)  0.00
O (11.65, -5.32, -19.30)  0.00
C (11.90, -6.62, -18.81)  0.00
N (9.72, -3.44, -20.50)  0.00
H (9.97, -1.02, -19.25)  0.00
H (10.51, -1.94, -17.71)  0.00
H (8.91, -2.10, -18.48)  0.00
H (11.57, -2.58, -19.87)  0.00
H (10.05, -4.61, -18.10)  0.00
H (11.77, -3.93, -17.82)  0.00
H (11.47, -6.78, -17.82)  0.00
H (12.97, -6.76, -18.71)  0.00
H (11.40, -7.27, -19.53)  0.00
H (10.06, -4.34, -20.81)  0.00
H (8.82, -3.77, -20.17)  0.00
C (4.11, -2.79, -18.67)  0.00
C (5.50, -3.02, -19.01)  0.00
C (6.02, -4.48, -19.14)  0.00
O (7.40, -4.56, -19.36)  0.00
C (7.79, -5.89, -19.10)  0.00
N (5.63, -2.48, -20.25)  0.00
H (3.39, -2.89, -19.49)  0.00
H (4.07, -1.76, -18.31)  0.00
H (3.81, -3.46, -17.86)  0.00
H (6.16, -2.45, -18.36)  0.00
H (5.45, -4.93, -19.96)  0.00
H (5.73, -5.02, -18.23)  0.00
H (7.12, -6.67, -19.46)  0.00
H (8.04, -6.05, -18.06)  0.00
H (8.72, -6.19, -19.59)  0.00
H (5.20, -3.04, -20.98)  0.00
H (6.63, -2.55, -20.35)  0.00
C (13.51, -8.64, -8.99)  0.02
C (13.01, -10.05, -9.06)  0.02
C (14.07, -11.12, -9.02)  0.00
O (13.46, -12.37, -9.44)  0.00
C (14.33, -13.46, -9.54)  0.00
N (11.99, -10.35, -8.15)  0.05
H (13.92, -8.30, -8.03)  0.00
H (12.84, -7.90, -9.44)  0.01
H (14.26, -8.56, -9.78)  0.00
H (12.51, -10.15, -10.02)  0.01
H (14.73, -11.09, -8.15)  0.00
H (14.81, -10.90, -9.79)  0.00
H (14.99, -13.41, -10.41)  0.00
H (13.65, -14.31, -9.51)  0.00
H (14.94, -13.67, -8.66)  0.00
H (12.42, -10.13, -7.26)  0.01
H (11.91, -11.36, -8.15)  0.00
C (16.20, 0.69, -12.86)  0.00
C (14.88, 0.56, -13.60)  0.00
C (13.77, -0.36, -12.99)  0.00
O (13.78, -1.64, -13.56)  0.00
C (13.04, -2.63, -12.83)  0.00
N (14.42, 1.92, -13.57)  0.00
H (16.17, 0.56, -11.77)  0.00
H (16.79, 1.57, -13.08)  0.00
H (16.86, -0.08, -13.28)  0.00
H (15.12, 0.36, -14.65)  0.00
H (12.77, 0.07, -12.95)  0.00
H (14.02, -0.52, -11.94)  0.00
H (11.97, -2.43, -12.78)  0.00
H (13.49, -3.07, -11.94)  0.00
H (13.05, -3.48, -13.51)  0.00
H (14.88, 2.48, -14.27)  0.00
H (13.51, 1.85, -14.00)  0.00
C (7.93, -9.57, -18.79)  0.00
C (9.14, -9.64, -19.59)  0.00
C (10.40, -10.01, -18.71)  0.00
O (11.50, -10.21, -19.66)  0.00
C (12.78, -10.22, -19.14)  0.00
N (8.86, -10.67, -20.58)  0.00
H (8.10, -8.76, -18.08)  0.00
H (7.85, -10.46, -18.17)  0.00
H (7.12, -9.41, -19.51)  0.00
H (9.43, -8.70, -20.05)  0.00
H (10.15, -10.82, -18.04)  0.00
H (10.73, -9.19, -18.07)  0.00
H (12.88, -11.15, -18.58)  0.00
H (13.08, -9.30, -18.63)  0.00
H (13.50, -10.34, -19.95)  0.00
H (9.80, -10.71, -20.93)  0.00
H (8.68, -11.50, -20.02)  0.00
C (8.32, -0.93, -12.87)  0.00
C (8.26, -2.46, -12.49)  0.00
C (8.87, -3.47, -13.51)  0.00
O (7.93, -3.90, -14.43)  0.00
C (8.09, -3.65, -15.79)  0.00
N (8.96, -2.61, -11.21)  0.00
H (9.36, -0.64, -12.99)  0.00
H (7.91, -0.43, -11.99)  0.00
H (7.69, -0.84, -13.76)  0.00
H (7.20, -2.66, -12.33)  0.00
H (9.01, -4.41, -12.99)  0.00
H (9.83, -3.23, -13.96)  0.00
H (8.88, -4.26, -16.24)  0.00
H (8.40, -2.65, -16.08)  0.00
H (7.14, -3.67, -16.33)  0.00
H (8.82, -1.77, -10.66)  0.00
H (8.49, -3.33, -10.67)  0.00

=====

Record 3
Here is C2H2FGdO2 as an isolated structure at a distorted geometry from the Open Molecules 2025 dataset. Energies are from ωB97M-V/def2-TZVPD.

Multiplicity: 8
⟨S²⟩: 16.07
Total charge: +2
Energy relative to the best compared isomer or geometry (same formula, charge and spin) (kcal per mole): 0.00
HOMO (alpha / beta) (eV): -20.1 / -20.1

Last column: Löwdin spin population.
Atoms and positions in Å:
F (-0.92, 3.24, 2.96)  0.24
O (-1.44, -1.93, -1.24)  0.00
C (-0.51, -1.33, -1.01)  0.00
C (0.74, -0.61, -0.62)  0.00
O (0.04, 0.49, -0.22)  -0.03
Gd (-0.47, 1.87, 1.53)  6.79
H (1.33, -0.49, -1.55)  0.00
H (1.23, -1.23, 0.15)  0.00

=====

These records have calculated total energy values of -529.12590; -7061.55251; -1092.66062 a.u., in the order they appear.